1.
The following is a DFT calculation (ωB97M-V/def2-TZVPD) of a cluster of 17 separate species, C53H40Cl64N3O6PS2 in total at a distorted geometry.

Computed properties:
- multiplicity = 1
- highest occupied orbital energy (eV) = -7.503
- net charge = 0
- gap between HOMO and LUMO (eV) = 6.219

Element x y z (Å)
Cl  5.10  8.16  5.07
Cl  13.21  0.58  3.24
Cl  -2.73  0.29  7.60
Cl  -6.42  6.36  4.80
Cl  1.64  -5.87  -6.99
Cl  -5.85  6.19  8.22
Cl  0.59  -7.51  -4.91
Cl  -0.25  -7.96  -7.63
Cl  -5.35  -5.48  -6.44
Cl  11.20  1.08  1.23
Cl  -8.11  9.06  -4.34
Cl  -6.31  6.16  1.37
Cl  0.70  7.16  3.64
Cl  13.99  1.33  0.56
Cl  17.08  1.23  -1.20
Cl  -6.96  9.09  4.05
Cl  -10.27  0.67  -1.20
Cl  6.92  9.80  7.28
Cl  -7.93  8.05  6.56
Cl  -9.42  3.10  -2.48
Cl  -3.04  0.39  4.73
Cl  -10.46  0.92  -4.07
Cl  12.75  3.27  2.30
Cl  -1.13  2.13  6.04
Cl  16.90  -5.39  -2.04
Cl  -7.47  6.26  -4.54
Cl  16.94  0.12  -3.86
Cl  -6.26  7.55  10.73
Cl  2.43  -8.65  -6.82
Cl  -0.94  5.44  5.28
Cl  -7.88  0.70  -2.81
Cl  19.40  -5.57  -3.46
Cl  16.98  -6.52  -4.70
Cl  8.83  10.07  5.14
Cl  -4.74  -3.35  -4.59
Cl  11.33  -0.56  -1.53
Cl  -7.48  6.94  -1.16
Cl  15.04  -0.70  -1.86
Cl  -9.10  7.15  4.08
Cl  9.32  1.24  -2.55
Cl  1.29  -9.20  -1.58
Cl  -5.51  4.84  -1.07
Cl  -5.34  -5.99  -3.60
Cl  -2.86  -5.50  -4.98
Cl  17.39  -3.69  -4.32
Cl  -8.65  7.63  -6.79
Cl  -6.30  4.67  10.63
Cl  4.82  6.92  7.68
Cl  -1.08  -10.31  -2.78
Cl  -3.82  6.09  10.27
Cl  -0.97  -7.50  -2.15
Cl  -1.12  -9.47  -0.03
Cl  -0.63  -0.70  5.88
Cl  8.82  7.69  6.78
Cl  9.05  -1.60  -2.97
Cl  -1.30  5.48  2.42
Cl  17.79  -1.53  -1.66
Cl  -8.14  4.39  -0.01
Cl  -10.22  7.09  -4.43
Cl  2.66  8.47  6.58
Cl  9.72  10.20  7.88
Cl  8.67  -0.49  -0.34
Cl  3.33  5.91  5.43
Cl  1.07  4.29  3.55
S  2.94  -0.63  -0.88
S  2.32  1.33  1.27
P  -2.42  -4.85  0.90
O  -2.61  -3.34  4.08
O  -2.22  -4.25  -2.31
O  0.49  -3.82  -5.08
O  -4.73  -0.43  -3.09
O  2.39  -4.28  -4.01
O  -5.80  -0.05  -0.48
N  4.54  -0.16  1.16
N  6.70  -0.37  1.41
N  -3.15  1.70  -4.98
C  17.67  -5.29  -3.63
C  -1.89  0.53  6.07
C  -5.01  1.56  1.24
C  -3.86  -2.69  3.84
C  0.28  -0.88  -3.59
C  -4.31  -2.86  1.33
C  12.78  1.57  1.83
C  -3.59  3.55  -2.91
C  -7.61  7.67  4.88
C  2.41  0.46  -3.36
C  3.29  0.23  0.60
C  -3.95  -7.02  1.76
C  -3.37  -3.37  0.40
C  16.71  -0.22  -2.15
C  -1.62  -1.97  -2.62
C  5.77  0.18  0.68
C  -3.36  -6.39  0.49
C  -3.83  -0.88  -2.42
C  -4.55  -3.45  2.70
C  -4.04  -1.56  -1.11
C  -0.12  5.60  3.72
C  -0.47  -9.12  -1.63
C  -5.28  1.25  -0.22
C  -3.26  -2.69  -0.83
C  -5.08  -1.75  1.02
C  -4.57  -5.08  -4.90
C  -3.86  2.81  -5.16
C  -2.66  1.50  -3.75
C  -4.98  -1.09  -0.19
C  -2.40  -0.84  -2.87
C  0.23  -5.71  0.92
C  6.07  -1.07  2.39
C  1.74  -0.79  -3.95
C  -8.61  7.51  -5.03
C  -0.52  0.23  -3.84
C  -1.86  0.28  -3.50
C  -5.56  6.12  9.96
C  -6.25  1.32  2.12
C  9.60  -0.36  -1.84
C  -0.78  -4.92  0.08
C  8.57  9.44  6.77
C  -0.27  -2.02  -2.99
C  2.12  0.66  -1.88
C  1.11  -7.50  -6.59
C  1.12  -3.78  -4.07
C  -2.84  2.41  -2.73
C  -2.34  -3.11  -1.94
C  0.57  -3.25  -2.75
C  -9.50  1.34  -2.64
C  -4.13  3.75  -4.17
C  4.72  -0.95  2.27
C  -6.87  5.59  -0.21
C  3.98  7.37  6.19
H  -4.72  4.63  -4.39
H  -4.47  -2.74  4.74
H  2.02  1.34  -3.87
H  -6.83  2.23  2.18
H  0.80  -5.07  1.59
H  -6.05  1.95  -0.57
H  -6.88  0.54  1.71
H  1.06  0.66  -1.65
H  -4.13  1.04  1.60
H  2.91  -3.70  -3.43
H  -4.40  1.41  -0.85
H  6.59  -1.64  3.14
H  -4.25  2.98  -6.15
H  -2.62  -7.08  0.11
H  2.52  1.61  -1.55
H  -5.93  1.04  3.12
H  3.49  0.45  -3.52
H  -0.26  -6.52  1.46
H  2.29  -1.65  -3.59
H  -1.98  -2.69  4.42
H  -0.43  -3.91  -0.12
H  -3.29  -6.86  2.61
H  -4.82  2.64  1.29
H  -4.91  -6.56  1.99
H  -5.62  -3.43  2.88
H  3.92  -1.36  2.87
H  -3.63  -1.65  3.59
H  -4.14  -8.09  1.62
H  1.86  -0.78  -5.04
H  -0.06  1.09  -4.32
H  -2.40  2.20  -1.76
H  5.93  0.78  -0.20
H  -4.18  -4.47  2.77
H  -4.15  -6.23  -0.25
H  -0.01  -4.04  -2.31
H  -3.74  4.25  -2.10
H  0.92  -6.20  0.23
H  -5.81  -1.40  1.73
H  1.39  -3.03  -2.07
H  -0.91  -5.47  -0.85

***

2.
The following is a DFT calculation (ωB97M-V/def2-TZVPD) of a structure of composition C53H40InN11S2.

Computed properties:
- multiplicity = 1
- highest occupied orbital energy (eV) = -11.871
- net charge = +2
- gap between HOMO and LUMO (eV) = 6.148

Element x y z (Å)
In  0.06  0.08  0.00
S  5.59  1.81  1.66
S  -2.10  -6.94  -1.35
N  -1.61  -1.02  3.93
N  0.74  2.05  1.09
N  -2.44  -0.31  0.39
N  -3.27  3.26  -0.12
N  -0.32  -0.41  2.25
N  2.34  -0.92  0.44
N  2.17  2.17  -0.81
N  -1.45  2.15  -0.75
N  -0.43  -0.50  -2.15
N  1.45  1.23  -1.28
N  0.09  -2.50  0.14
C  -0.20  4.21  -1.59
C  4.83  -2.12  0.81
C  2.47  -2.26  0.35
C  -3.80  -7.03  -1.44
C  2.75  -5.06  0.02
C  -1.52  -0.78  2.61
C  -3.47  -4.95  -0.52
C  2.34  3.81  0.91
C  -3.36  0.76  -0.02
C  0.09  -0.84  5.80
C  -2.31  -2.01  -2.66
C  -0.31  5.58  -1.70
C  -1.72  -0.74  -2.68
C  1.73  2.66  0.42
C  -0.94  -4.63  -0.33
C  5.81  0.11  1.37
C  -3.72  0.13  -3.72
C  0.31  -5.22  -0.34
C  1.45  -4.46  -0.08
C  -2.44  0.32  -3.23
C  -4.40  -5.90  -0.97
C  1.40  -0.48  6.02
C  7.92  0.84  2.02
C  2.68  0.74  -4.67
C  4.70  -0.75  0.97
C  0.53  -0.08  -2.98
C  7.23  2.01  2.09
C  0.54  -0.38  -4.38
C  2.69  1.11  -3.36
C  -0.97  -3.26  -0.03
C  7.11  -0.24  1.62
C  1.57  0.00  -5.17
C  -2.16  -5.36  -0.64
C  -1.44  6.27  -1.25
C  -0.37  -0.77  4.49
C  1.62  0.73  -2.50
C  -2.70  -0.90  1.69
C  0.45  -0.37  3.42
C  0.28  2.61  2.21
C  1.76  0.02  3.67
C  0.82  3.76  2.75
C  3.42  -0.22  0.72
C  2.22  -0.05  4.97
C  -3.60  -2.19  -3.12
C  3.72  -2.90  0.49
C  1.89  4.36  2.09
C  -2.66  2.06  -0.26
C  -2.39  4.22  -0.58
C  1.30  -3.07  0.12
C  -4.32  -1.12  -3.65
C  3.83  -4.31  0.31
C  -1.25  3.51  -0.99
C  -2.51  5.60  -0.69
H  -4.04  -3.18  -3.09
H  -2.97  -1.95  1.61
H  -1.72  -2.86  -2.33
H  7.58  2.99  2.36
H  -3.40  6.12  -0.37
H  2.84  -6.13  -0.12
H  -4.28  -7.91  -1.85
H  -1.93  -2.78  0.06
H  -5.47  -5.77  -0.94
H  0.41  4.17  3.66
H  0.49  6.14  -2.16
H  3.49  1.00  -5.33
H  -2.46  -1.02  -0.34
H  2.40  0.37  2.88
H  -5.32  -1.27  -4.04
H  -1.97  1.30  -3.28
H  3.31  0.85  0.76
H  1.80  -0.51  7.02
H  -4.26  0.96  -4.15
H  -4.14  0.91  0.73
H  5.79  -2.60  0.94
H  -3.85  0.48  -0.96
H  7.49  -1.25  1.51
H  0.67  3.70  -1.99
H  -3.54  -0.40  2.17
H  3.24  0.25  5.18
H  -3.76  -4.00  -0.09
H  -4.21  3.42  0.20
H  -1.49  7.35  -1.36
H  -0.55  2.10  2.69
H  -2.43  -1.32  4.43
H  0.42  -6.28  -0.53
H  3.15  4.25  0.34
H  8.97  0.77  2.25
H  2.35  5.25  2.50
H  -0.28  -0.97  -4.77
H  3.50  1.69  -2.94
H  -0.56  -1.15  6.61
H  4.81  -4.77  0.42
H  1.56  -0.28  -6.22

***

3.
The following is a DFT calculation (ωB97M-V/def2-TZVPD) of a structure of composition C53H41AsF6N5O6Sc.

Computed properties:
- multiplicity = 2
- highest occupied orbital energy (spin up / spin down) (eV) = -5.423 / -5.423
- net charge = -1
- gap between HOMO and LUMO (spin up / spin down) (eV) = 7.467 / 6.958
- ⟨S²⟩ = 0.7548

Element x y z (Å)
As  0.79  3.55  2.35
Sc  0.52  -0.48  0.65
F  -0.91  3.63  2.64
F  0.96  5.17  2.86
F  0.98  2.94  4.01
F  2.49  3.40  2.13
F  0.59  1.81  1.96
F  0.57  3.93  0.69
O  -8.01  0.70  -0.62
O  2.18  -1.34  1.01
O  -8.04  0.95  1.63
O  0.40  -1.08  -1.18
O  -1.03  -1.90  1.29
O  -0.18  0.84  4.65
N  -2.01  1.12  3.21
N  1.77  1.08  -0.41
N  -3.14  1.06  0.56
N  -2.77  -0.68  -2.29
N  0.07  -0.80  2.91
C  -5.32  -2.01  -4.21
C  -5.86  -0.64  -4.15
C  3.48  0.66  1.27
C  -3.18  1.68  2.91
C  -3.76  2.62  3.77
C  -3.14  2.96  4.95
C  3.44  -0.88  1.38
C  -3.82  0.84  -0.57
C  3.06  1.22  -0.06
C  -3.13  0.65  -1.87
C  4.51  -1.49  0.47
C  -7.51  0.88  0.50
C  4.16  -2.42  -0.49
C  -2.35  -0.53  -3.70
C  1.58  -0.47  -5.80
C  -0.05  -0.63  4.24
C  -3.12  1.55  -2.86
C  4.29  -0.95  5.14
C  -5.21  0.80  -0.63
C  3.17  -1.23  -4.17
C  0.63  -0.34  -4.80
C  -0.06  1.11  -1.99
C  3.70  -1.32  2.82
C  -1.11  -1.51  4.86
C  1.33  1.52  -1.60
C  2.17  2.20  -2.46
C  3.48  -2.67  3.12
C  -3.13  -1.13  -4.86
C  -5.16  0.41  -4.58
C  2.86  -0.92  -5.49
C  5.85  -1.14  0.61
C  -1.58  -2.34  3.65
C  6.46  -2.61  -1.20
C  4.11  -0.47  3.84
C  -0.05  -0.42  -2.31
C  3.66  -3.15  4.41
C  0.93  -0.65  -3.47
C  -5.26  1.23  1.68
C  -3.75  0.29  -5.09
C  2.22  -1.10  -3.18
C  5.13  -2.98  -1.33
C  -5.96  0.96  0.52
C  -0.85  -1.70  2.51
C  3.95  1.87  -0.90
C  -1.93  2.35  5.28
C  6.82  -1.69  -0.22
C  -2.67  0.91  -4.13
C  -1.39  -1.02  -2.71
C  -1.46  1.47  4.33
C  -3.88  1.29  1.66
C  3.49  2.38  -2.11
C  -4.07  -2.25  -4.58
C  4.07  -2.29  5.42
H  2.80  1.06  2.03
H  3.61  -1.03  -6.27
H  1.79  2.55  -3.42
H  -2.66  -2.32  3.48
H  4.21  -2.66  6.43
H  4.83  -3.71  -2.07
H  -2.44  -1.39  -5.67
H  -5.99  -2.83  -3.96
H  -0.40  1.70  -2.85
H  -1.27  -3.39  3.72
H  7.21  -3.04  -1.84
H  3.49  -4.19  4.62
H  -3.46  2.57  -2.75
H  -1.90  1.46  -4.68
H  -5.83  1.35  2.59
H  -1.28  -2.10  -2.68
H  -1.38  2.56  6.18
H  6.15  -0.44  1.38
H  -1.92  -0.90  5.26
H  -0.77  1.31  -1.18
H  4.60  -0.27  5.92
H  -3.59  3.68  5.62
H  3.15  -3.33  2.33
H  2.45  -1.32  -2.15
H  4.18  2.89  -2.77
H  -3.69  0.67  -6.11
H  -0.36  0.02  -5.06
H  1.32  -0.23  -6.82
H  -0.72  -2.11  5.67
H  -6.86  -0.49  -3.76
H  4.47  1.05  1.51
H  4.98  1.97  -0.60
H  7.86  -1.41  -0.10
H  -4.70  3.09  3.49
H  -5.60  1.40  -4.55
H  3.12  -2.71  -0.58
H  -3.70  -3.27  -4.63
H  4.17  -1.57  -3.91
H  -5.72  0.62  -1.57
H  0.53  1.41  4.24
H  4.28  0.58  3.65

***

The calculation returns the following relative energy (zero: lowest compared OMol25 entry of this formula, charge and spin) values, one per record and in order: 0.0000, 0.8208, 4.5434 eV.
The calculation returns the following calculated total energy values, one per record and in order: -904753.6813, -98837.2092, -173213.2548 eV.